<w>
A cluster of 2 separate species, C3H12N2O in total, computed with wB97M-V/def2-TZVPD.

Values from the calculation:
- E_LUMO (hartree) = 0.03196
- highest occupied orbital energy (eV) = -9.21
- total charge = 0
- structure (SMILES) = CNCCN.O

Element x y z (Å)
C 0.111 -1.879 0.982
N 0.217 -0.532 0.428
C -0.643 -0.325 -0.718
C 0.018 0.533 -1.789
N -0.013 1.968 -1.590
H 0.427 -2.636 0.249
H -0.914 -2.115 1.209
H 0.690 -2.004 1.898
H 1.175 -0.444 0.114
H -1.032 -1.240 -1.190
H -1.564 0.156 -0.367
H 1.033 0.110 -1.891
H -0.365 0.283 -2.777
H 0.851 2.343 -1.227
H -0.745 2.208 -0.935
O -0.084 1.317 2.722
H 0.063 0.505 2.199
H 0.776 1.753 2.683

---

<x>
A cluster of 3 separate species, C3H12N2O in total, computed with wB97M-V/def2-TZVPD.

Values from the calculation:
- E_LUMO (hartree) = 0.03195
- highest occupied orbital energy (eV) = -9.57
- total charge = 0
- structure (SMILES) = C=C.NCO.N

Element x y z (Å)
C -3.683 0.149 0.204
C -2.581 -0.446 -0.249
H -3.670 1.195 0.465
H -4.582 -0.408 0.446
H -1.788 0.192 -0.617
H -2.359 -1.473 -0.006
N 1.656 -1.733 -0.791
C 1.026 -1.046 0.282
O -0.035 -1.790 0.949
H 1.871 -2.705 -0.611
H 1.130 -1.700 -1.653
H 1.769 -0.817 1.048
H 0.510 -0.170 -0.087
H 0.364 -2.665 1.064
N 2.771 4.232 -0.401
H 3.472 4.847 -0.025
H 2.314 3.607 0.244
H 2.027 4.776 -0.817

---

Sorted by energy, starting with the most stable: <w>, <x>.

---

<w>
A cluster of 2 separate species, C3H12N2O in total, computed with wB97M-V/def2-TZVPD.

Values from the calculation:
- E_LUMO (hartree) = 0.03050
- highest occupied orbital energy (eV) = -8.25
- total charge = 0
- structure (SMILES) = C[C@H](N)CN.O

Element x y z (Å)
C 1.573 -0.940 -1.746
C 0.399 -0.204 -1.134
N 0.730 1.254 -1.029
C 0.287 -0.760 0.352
N -1.148 -0.522 0.725
H 1.474 -0.940 -2.857
H 2.500 -0.398 -1.644
H 1.483 -1.990 -1.460
H -0.595 -0.175 -1.571
H -0.083 1.679 -0.614
H 1.647 1.439 -0.658
H 0.915 -0.101 0.961
H 0.642 -1.757 0.475
H -1.160 0.062 1.550
H -1.784 -1.284 0.576
O -1.997 1.479 2.799
H -2.188 2.323 2.401
H -2.697 0.834 2.876

---

<x>
A cluster of 2 separate species, C3H12N2O in total, computed with wB97M-V/def2-TZVPD.

Values from the calculation:
- E_LUMO (hartree) = 0.03826
- highest occupied orbital energy (eV) = -9.16
- total charge = 0
- structure (SMILES) = CNCCN.O

Element x y z (Å)
C -1.659 1.364 1.081
N -0.284 0.738 1.472
C 0.523 0.904 0.135
C 1.618 -0.252 0.013
N 0.978 -1.595 0.010
H -2.347 1.664 1.911
H -1.400 2.205 0.461
H -2.378 0.728 0.434
H 0.153 1.346 2.140
H 1.079 1.820 0.054
H -0.164 0.680 -0.761
H 2.378 -0.203 0.738
H 2.128 -0.278 -0.969
H 0.622 -1.801 0.933
H 1.687 -2.336 -0.278
O -1.067 -1.300 -2.608
H -0.244 -1.586 -2.197
H -1.622 -2.098 -2.569

---

<y>
A cluster of 2 separate species, C3H12N2O in total, computed with wB97M-V/def2-TZVPD.

Values from the calculation:
- E_LUMO (hartree) = 0.03654
- highest occupied orbital energy (eV) = -9.36
- total charge = 0
- structure (SMILES) = NCCN.CO

Element x y z (Å)
N -0.505 -1.495 -0.364
C -0.911 -0.235 -1.001
C -1.575 0.673 0.019
N -1.908 1.950 -0.609
H -1.323 -1.953 0.021
H -0.113 -2.128 -1.052
H -0.030 0.282 -1.376
H -1.600 -0.392 -1.837
H -2.451 0.167 0.443
H -0.866 0.862 0.825
H -2.722 1.879 -1.204
H -2.087 2.664 0.084
C 3.033 -0.320 0.770
O 1.684 -0.345 1.174
H 3.647 -0.223 1.665
H 3.331 -1.241 0.267
H 3.245 0.511 0.091
H 1.137 -0.856 0.550

---

Sorted by energy, starting with the most stable: <y>, <w>, <x>.

---

<w>
A cluster of 2 separate species, C3H12N2O in total, computed with wB97M-V/def2-TZVPD.

Values from the calculation:
- E_LUMO (hartree) = 0.03768
- highest occupied orbital energy (eV) = -8.82
- total charge = 0
- structure (SMILES) = NCCCN.O

Element x y z (Å)
N 1.694 0.451 0.540
C 1.201 -0.457 -0.508
C 0.090 -1.327 0.038
C -0.334 -2.426 -0.918
N -1.469 -3.209 -0.421
H 2.417 -0.003 1.074
H 1.966 1.355 0.194
H 2.005 -1.083 -0.917
H 0.820 0.161 -1.312
H 0.419 -1.798 0.960
H -0.773 -0.682 0.250
H 0.513 -3.087 -1.070
H -0.653 -1.991 -1.868
H -1.607 -3.110 0.575
H -2.362 -2.966 -0.828
O -1.511 6.491 1.157
H -0.818 7.131 0.942
H -1.600 6.549 2.114

---

<x>
A cluster of 2 separate species, C3H12N2O in total, computed with wB97M-V/def2-TZVPD.

Values from the calculation:
- E_LUMO (hartree) = 0.03107
- highest occupied orbital energy (eV) = -8.75
- total charge = 0
- structure (SMILES) = CNCCN.O

Element x y z (Å)
C 0.131 -1.949 -0.452
N 0.189 -1.453 0.926
C 0.496 -0.042 1.021
C -0.714 0.893 1.046
N -0.339 2.304 0.794
H -0.230 -2.981 -0.429
H -0.528 -1.345 -1.071
H 1.111 -1.978 -0.926
H -0.707 -1.664 1.338
H 1.188 0.223 0.216
H 1.073 0.159 1.915
H -1.186 0.820 2.020
H -1.387 0.613 0.229
H 0.614 2.352 0.460
H -0.329 2.831 1.656
O 0.048 0.675 -3.078
H 0.914 0.738 -2.672
H -0.342 -0.195 -2.992

---

Sorted by energy, starting with the most stable: <w>, <x>.

---

<w>
The ion C2H3N2O2 with charge +1, computed with wB97M-V/def2-TZVPD.

Values from the calculation:
- E_LUMO (alpha / beta) (hartree) = -0.31920 / -0.31918
- highest occupied orbital energy (alpha / beta) (eV) = -14.79 / -14.79
- total charge = +1
- structure (SMILES) = O=C/[NH+]=C/N=O

Element x y z (Å)
O -0.246 1.286 -2.488
C 0.233 1.135 -1.055
N -0.262 0.067 -0.406
C -0.035 -0.417 0.856
N -0.075 -1.503 1.401
O -0.013 -2.431 2.061
H 0.720 2.063 -0.649
H -0.627 -0.505 -1.260
H 0.304 0.306 1.539

---

<x>
A cluster of 2 separate species, C2H3N2O2 in total, computed with wB97M-V/def2-TZVPD.

Values from the calculation:
- E_LUMO (alpha / beta) (hartree) = -0.27732 / -0.26497
- highest occupied orbital energy (alpha / beta) (eV) = -15.54 / -15.41
- total charge = +1

Element x y z (Å)
C 0.067 0.944 -0.076
C 0.899 -2.796 0.333
N -0.382 2.042 -0.678
N -0.812 0.041 0.226
O 1.780 -3.449 0.562
O -0.485 3.186 -0.920
H 1.071 0.549 -0.186
H -0.421 -0.877 0.345
H -1.716 0.359 0.395

---

Sorted by energy, starting with the most stable: <x>, <w>.

---

<w>
A cluster of 2 separate species, C2H4Cl2OS in total, computed with wB97M-V/def2-TZVPD.

Values from the calculation:
- E_LUMO (alpha / beta) (hartree) = -0.01265 / -0.01265
- highest occupied orbital energy (alpha / beta) (eV) = -9.07 / -9.07
- total charge = 0

Element x y z (Å)
C 1.735 0.137 -0.200
C 0.744 -0.747 0.380
O -1.091 0.959 0.363
S -0.820 -0.414 0.762
Cl 1.182 -2.396 0.690
Cl -3.929 1.026 0.189
H 2.592 -0.403 -0.707
H 1.210 0.666 -0.917
H 2.066 1.058 0.292
H -3.689 0.113 -0.851

---

<x>
The molecule C2H4Cl2OS, computed with wB97M-V/def2-TZVPD.

Values from the calculation:
- E_LUMO (hartree) = -0.00562
- highest occupied orbital energy (eV) = -10.12
- total charge = 0

Element x y z (Å)
C 1.277 0.021 0.145
C -0.075 -0.548 -0.132
O -0.856 1.990 -0.029
S -1.376 0.748 0.505
Cl -0.523 -1.887 0.965
Cl -2.998 0.264 -0.725
H 1.970 -0.231 -0.732
H 1.719 -0.483 0.949
H 1.093 1.068 0.254
H -0.232 -0.943 -1.199

---

Sorted by energy, starting with the most stable: <x>, <w>.

---

<w>
A structure of composition C10H15B, computed with wB97M-V/def2-TZVPD.

Values from the calculation:
- E_LUMO (hartree) = 0.01480
- highest occupied orbital energy (eV) = -8.91
- total charge = 0

Element x y z (Å)
B 0.537 -0.296 1.037
C -3.512 0.251 -0.367
C -2.946 -1.028 -0.297
C -2.801 1.369 0.085
C -1.612 -1.181 0.082
C -1.550 1.176 0.598
C -0.887 -0.062 0.504
C 1.666 1.485 -0.194
C 3.004 -0.604 0.466
C 1.300 -0.969 -1.219
C 1.621 -0.162 0.000
H 0.426 -0.168 2.540
H -4.593 0.368 -0.581
H -3.666 -1.869 -0.530
H -3.283 2.447 0.200
H -1.335 -2.241 -0.077
H -0.920 1.967 1.080
H 2.447 1.780 -0.871
H 1.703 1.746 0.843
H 0.704 1.851 -0.445
H 3.857 -0.295 -0.149
H 3.165 -1.669 0.411
H 2.980 -0.267 1.562
H 1.962 -0.758 -2.153
H 1.398 -2.047 -0.980
H 0.333 -0.823 -1.545

---

<x>
The molecule C10H15B, computed with wB97M-V/def2-TZVPD.

Values from the calculation:
- E_LUMO (hartree) = 0.01216
- highest occupied orbital energy (eV) = -9.10
- total charge = 0
- structure (SMILES) = CB(c1ccccc1)C(C)C

Element x y z (Å)
C -0.563 1.855 0.829
B -0.439 0.253 0.563
C -0.033 0.134 -1.127
C 0.528 -0.928 -1.746
C 1.040 -0.824 -3.088
C 1.095 0.380 -3.751
C 0.473 1.468 -3.165
C -0.061 1.296 -1.864
C -0.487 -0.463 2.257
C 0.910 -1.172 2.391
C -1.731 -1.408 2.464
H -1.001 2.099 1.811
H -1.190 2.415 0.129
H 0.400 2.409 0.861
H 0.705 -1.854 -1.320
H 1.554 -1.632 -3.522
H 1.383 0.390 -4.791
H 0.480 2.463 -3.611
H -0.362 2.125 -1.370
H -0.557 0.326 2.973
H 1.225 -1.652 1.508
H 0.951 -1.901 3.159
H 1.638 -0.406 2.659
H -1.877 -2.176 1.627
H -1.491 -2.207 3.234
H -2.588 -0.989 2.891

---

Sorted by energy, starting with the most stable: <x>, <w>.